C4H11NO3 | ωB97M-V/def2-TZVPD

Structure (XYZ):
```
19
Properties=species:S:1:pos:R:3
C 1.0419 -1.5724 -1.7067
C 1.1352 -0.0749 -1.2545
C 0.2932 0.4605 -0.0719
N -0.9601 1.2438 -0.3802
C -0.0002 -0.7464 0.7969
O -0.9799 -1.4218 0.9459
O 1.0909 -0.9839 1.5968
H 0.1006 -2.0667 -1.2624
H 1.8960 -2.1023 -1.3504
H 1.0562 -1.4990 -2.7701
H 0.6429 0.5416 -2.0545
H 2.2270 0.1729 -1.2362
H 0.8531 1.1403 0.6163
H -1.6224 0.7245 -0.9333
H -1.1086 1.6223 0.5489
H 1.0593 -1.8376 2.0429
O -2.0155 2.4044 2.2074
H -1.9092 1.5374 2.6072
H -2.8005 2.4572 1.6581
```

- Energy relative to the best compared isomer or geometry (same formula, charge and spin): 37.9 kcal/mol
- E_HOMO: -0.3456 Ha
- SMILES string: CC[C@@H](N)C(=O)O.O
- HOMO-LUMO gap: 10.050 eV